1.
Computed, not measured: a structure of composition C40H44As2ClN4O12PPb, with ωB97M-V with the def2-TZVPD basis set.

```
105
C40H44As2ClN4O12PPb ωB97M-V with the def2-TZVPD basis set
Pb -0.626 -1.006 -1.532
As -4.041 2.373 2.904
As -3.030 0.082 0.107
Cl 1.813 4.765 -6.363
P 3.377 0.303 1.222
O -2.705 5.110 0.869
O -0.492 1.484 -1.495
O -0.332 1.205 1.349
O -4.100 0.780 5.267
O -3.890 -2.606 1.990
O -3.646 -1.315 4.632
O -4.879 4.753 0.822
O 0.418 -0.729 0.457
O 0.287 -0.211 -3.647
O -1.751 -2.177 2.525
O -2.948 3.699 -1.626
O -3.135 1.551 -2.270
N -0.412 -5.623 0.233
N -0.372 -3.553 -0.416
N -0.643 -4.841 -0.762
N 0.024 -4.839 1.244
C 0.888 3.348 -4.251
C 2.660 -3.199 -1.729
C -3.652 -4.002 2.232
C -4.822 -0.537 -0.407
C -3.569 2.809 1.034
C 3.196 -3.395 -0.465
C 4.328 3.270 -1.434
C 0.033 -3.579 0.831
C 1.342 3.305 -5.531
C 0.597 0.897 -4.215
C -3.770 4.303 0.846
C -2.338 2.977 3.685
C 0.488 0.295 1.253
C -2.860 -1.794 2.259
C 1.744 0.277 2.102
C 2.799 4.227 0.147
C 2.626 2.981 0.741
C 2.374 -1.907 -2.161
C 4.184 2.034 -0.820
C 3.324 1.866 0.270
C 3.440 -2.304 0.364
C 3.128 -1.008 -0.042
C 2.568 -4.171 2.877
C -3.129 2.542 -1.359
C 2.514 -6.361 1.627
C -3.316 1.989 0.022
C -0.020 2.337 -2.254
C 1.885 -5.532 2.746
C -4.317 0.298 6.603
C -3.225 -0.347 2.006
C -3.615 0.457 2.988
C -1.373 4.583 0.755
C 0.507 2.165 -3.574
C 0.374 -5.394 2.553
C 1.433 2.066 -6.195
C -3.777 -0.150 4.357
C -2.825 1.889 -3.637
C 1.075 0.907 -5.564
C 3.644 4.375 -0.944
C 2.601 -0.823 -1.323
H 0.811 4.298 -3.729
H 1.752 -0.663 2.657
H 4.758 1.191 -1.187
H -4.774 1.121 7.142
H -5.577 0.018 0.145
H 0.321 -2.713 1.409
H -3.008 -4.419 1.458
H 3.443 -4.394 -0.127
H 2.555 -5.787 0.697
H 2.004 -6.068 3.691
H -3.367 0.025 7.060
H 1.958 -1.738 -3.148
H 1.740 1.089 2.826
H 3.628 -4.295 3.110
H -2.275 4.061 3.593
H -2.362 2.867 -3.694
H -1.511 2.491 3.170
H 2.117 -3.567 3.672
H 2.507 -3.607 1.941
H -4.627 -4.477 2.197
H -2.145 1.123 -4.001
H -1.020 4.753 -0.259
H -4.948 -0.371 -1.475
H 1.796 2.042 -7.217
H 3.872 -2.462 1.348
H 2.467 -4.044 -2.379
H 3.773 5.346 -1.409
H 3.536 -6.643 1.890
H -2.335 2.714 4.741
H -0.054 -4.737 3.309
H 1.949 -7.276 1.430
H 2.345 0.172 -1.669
H -0.763 5.143 1.458
H -3.195 -4.143 3.207
H -4.970 -0.569 6.592
H -0.114 -6.364 2.607
H -1.316 3.519 0.985
H 1.947 2.885 1.580
H -0.013 3.377 -1.891
H 4.990 3.373 -2.287
H -3.747 1.881 -4.213
H -4.913 -1.598 -0.186
H 2.274 5.087 0.544
H 1.147 -0.049 -6.068
```

Results
- orbital gap (Eh) = 0.288
- total charge = 0
- E_tot (Ha) = -8138.5116
- HOMO energy (eV) = -7.92
- energy above the lowest of the compared OMol25 structures with the same formula, charge and spin (kcal per mole) = 0.62

Atomic partial charges in e from the Mulliken method, atoms 1 to 6:
1 Pb 1.356
2 As -0.441
3 As 1.934
4 Cl -0.246
5 P -0.518
6 O -0.352

2.
Computed, not measured: a cluster of 6 separate species, C40H45BBr2N8O15P in total in a non-equilibrium geometry, with ωB97M-V with the def2-TZVPD basis set.

```
112
C40H45BBr2N8O15P ωB97M-V with the def2-TZVPD basis set
Br 1.383 0.602 -1.840
Br 6.316 -1.264 -1.071
P 4.434 0.336 -1.037
O 5.614 2.748 -1.149
O -0.682 0.108 4.043
O 6.182 -2.221 0.890
O -9.004 -1.942 -2.386
O -6.916 -2.447 -2.338
O 2.224 5.328 -2.154
O -5.644 0.308 0.797
O -2.410 -4.317 0.395
O 7.345 -0.827 2.130
O 6.545 3.735 -0.667
O -0.443 -4.343 -0.476
O 3.488 4.088 -3.370
O 6.305 0.709 -3.279
O -7.407 0.640 -0.380
O -2.430 -1.083 4.414
N -1.300 -0.932 3.985
N 4.091 1.404 -3.920
N 6.909 -1.975 1.873
N -7.990 -2.256 -1.802
N 2.841 5.095 -3.168
N -6.707 0.849 0.591
N 4.031 -0.389 0.527
N -1.618 -4.046 -0.488
C -8.831 3.375 2.323
C 2.116 8.238 -5.037
C -3.433 -2.894 -1.686
C 2.120 7.282 -4.036
C -7.180 1.823 1.584
C 7.223 -5.403 3.237
C 8.444 -3.884 4.644
C -8.194 -2.769 2.383
C -6.985 -2.933 1.724
C 0.652 -1.963 2.892
C -9.270 -2.246 0.300
C -1.234 -2.988 -2.665
C 2.499 2.113 0.367
C -8.041 3.675 3.424
C 2.932 1.580 -1.029
C 7.278 -3.064 2.718
C 3.492 5.854 -5.413
C -2.112 -3.293 -1.647
C 8.025 -5.174 4.349
C 8.074 -2.824 3.830
C 2.813 6.104 -4.237
C -6.386 2.103 2.679
C 2.799 8.006 -6.223
C -6.917 -2.760 0.351
C 1.196 1.562 0.976
C -0.645 -2.088 3.360
C -3.010 -1.835 -3.798
C 0.586 -4.270 2.226
C -3.885 -2.158 -2.767
C 6.845 -4.351 2.420
C -8.060 -2.422 -0.344
C -1.686 -2.255 -3.748
C -9.335 -2.423 1.671
C -1.338 -3.281 3.262
C 3.482 6.813 -6.412
C 5.631 1.645 -0.257
C -6.822 3.038 3.603
C -8.400 2.443 1.394
C 1.270 -3.064 2.322
C -0.715 -4.376 2.691
B 4.997 0.868 -2.883
H 9.066 -3.704 5.511
H -4.915 -1.832 -2.802
H 6.313 4.508 -1.192
H -2.351 -3.366 3.624
H 2.313 3.187 0.245
H 8.406 -1.823 4.062
H -6.096 -3.199 2.277
H 3.053 -0.631 0.599
H 2.799 8.757 -7.002
H 6.220 -4.537 1.558
H -9.783 3.870 2.187
H -9.013 2.211 0.536
H -5.977 -2.890 -0.159
H 3.070 2.440 -1.670
H 2.285 -2.982 1.956
H 1.582 9.168 -4.891
H 1.152 1.958 2.000
H 3.834 2.377 -3.791
H -1.243 -5.314 2.609
H 3.261 2.023 1.136
H 0.307 1.954 0.490
H 1.183 -1.025 2.967
H 1.589 7.463 -3.113
H 3.287 0.819 -4.091
H 1.174 0.479 1.074
H -5.436 1.608 2.820
H 4.372 0.121 1.329
H -10.277 -2.293 2.186
H -8.377 4.409 4.145
H 4.027 4.926 -5.560
H -8.248 -2.912 3.454
H -3.360 -1.253 -4.640
H -1.006 -2.004 -4.549
H -4.108 -3.143 -0.884
H 6.894 -6.408 3.007
H -10.158 -1.975 -0.252
H 6.631 1.226 -0.164
H 1.071 -5.130 1.786
H -0.203 -3.306 -2.627
H 8.323 -6.000 4.983
H -6.208 3.272 4.462
H 5.349 2.012 0.737
H 4.011 6.632 -7.338
H 3.626 -0.705 -1.648
H 6.409 1.300 -4.036
```

Results
- orbital gap (Eh) = 0.143
- total charge = -1
- E_tot (Ha) = -8631.4800
- HOMO energy (eV) = -3.19

Atomic partial charges in e from the Mulliken method, atoms 1 to 6:
1 Br -0.212
2 Br -0.450
3 P -0.207
4 O -0.062
5 O -0.606
6 O -0.515